P | Formula: C2H10N2OSi
Source: the OMol25 dataset
Level of theory: ωB97M-V with the def2-TZVPD basis set

Each line ends with the natural charge from an NBO analysis.
Geometry (Å):
Si  1.089  -0.692  -0.793  1.817
O  -0.796  -0.707  0.071  -0.849
N  1.932  0.179  0.479  -1.303
N  1.717  -2.310  -0.523  -1.303
C  -1.639  0.397  -0.197  -0.060
C  -1.715  1.531  0.814  -0.629
H  1.514  -2.504  0.467  0.395
H  -0.782  2.095  0.976  0.199
H  1.540  0.447  1.313  0.402
H  1.746  -3.169  -1.039  0.402
H  -1.973  1.095  1.804  0.208
H  -2.536  2.312  0.338  0.206
H  2.746  0.786  0.170  0.398
H  -1.359  0.910  -1.169  0.131
H  1.194  -0.389  -2.332  -0.178
H  -2.678  0.019  -0.380  0.163

Output
* lowest unoccupied orbital energy: 0.870 eV
* HOMO: -0.3432 hartree
* net charge: 0
* HOMO-LUMO gap: 10.21 eV

---

Q | Formula: C2H10N2OSi
Source: the OMol25 dataset
Level of theory: ωB97M-V with the def2-TZVPD basis set

Each line ends with the natural charge from an NBO analysis.
Geometry (Å):
Si  1.332  -0.346  -0.265  1.947
O  -2.523  -0.596  0.458  -0.761
N  1.237  1.344  -0.437  -1.298
N  0.002  -1.103  -0.797  -1.451
C  -3.503  0.094  -0.263  -0.240
C  3.007  -0.748  0.518  -1.149
H  3.031  -1.778  0.864  0.255
H  -3.545  -0.218  -1.312  0.157
H  -0.097  -2.107  -0.752  0.391
H  -3.350  1.184  -0.225  0.145
H  -4.463  -0.132  0.207  0.172
H  1.982  1.997  -0.285  0.403
H  -1.682  -0.612  -0.045  0.503
H  3.820  -0.622  -0.197  0.257
H  0.425  1.754  -0.858  0.413
H  3.217  -0.106  1.373  0.257

Output
* lowest unoccupied orbital energy (spin up / spin down): 0.295 / 0.295 eV
* HOMO (spin up / spin down): -0.3415 / -0.3415 hartree
* net charge: 0
* HOMO-LUMO gap (spin up / spin down): 9.59 / 9.59 eV

---

R | Formula: C2H10N2OSi
Source: the OMol25 dataset
Level of theory: ωB97M-V with the def2-TZVPD basis set

Each line ends with the natural charge from an NBO analysis.
Geometry (Å):
Si  0.688  -0.224  -0.055  2.079
O  -1.318  -0.928  -0.181  -0.867
N  1.109  -0.392  -1.711  -1.322
N  1.462  -1.314  1.026  -1.310
C  0.773  1.558  0.558  -1.152
C  -2.371  -0.041  -0.085  -0.225
H  0.527  -1.016  -2.246  0.413
H  1.434  -2.295  0.788  0.402
H  -2.911  -0.188  0.865  0.147
H  2.082  -0.519  -1.957  0.395
H  -3.074  -0.224  -0.911  0.156
H  -0.182  2.061  0.452  0.254
H  1.060  1.608  1.604  0.242
H  1.282  -1.212  2.013  0.398
H  -2.065  1.011  -0.141  0.136
H  1.504  2.116  -0.018  0.252

Output
* lowest unoccupied orbital energy: 0.695 eV
* HOMO: -0.3234 hartree
* net charge: 0
* HOMO-LUMO gap: 9.49 eV

---

Least stable = Q